Molecular formula: C19H46NO8
Method: DFT, the ωB97M-V functional and the def2-TZVPD basis

```
! RIJCOSX wB97M-V def2-TZVPD def2/J DEFGRID3
* xyz 1 1
C 2.462 1.361 0.808
C 2.429 0.124 -0.316
O 3.770 -0.314 -0.736
C 3.696 -1.098 -2.013
C 3.284 -2.654 -1.696
O 2.883 -3.425 -2.920
C 1.437 -3.643 -2.739
C 0.721 -4.529 -3.924
O -0.688 -4.025 -4.015
C -1.495 -4.542 -2.888
C -2.586 -3.417 -2.323
N -3.461 -4.110 -1.257
C -4.537 -3.067 -0.900
C -3.901 -1.686 -0.279
O -2.439 -1.838 -0.229
C -1.887 -2.128 -1.594
C -1.947 -0.727 -2.464
O -3.158 -0.563 -3.279
C -2.922 0.219 -4.499
H 1.438 1.328 1.420
H 2.544 2.407 0.270
H 3.314 1.195 1.619
H 1.937 -0.798 0.261
H 1.734 0.413 -1.229
H 2.998 -0.546 -2.774
H 4.799 -1.105 -2.456
H 4.183 -3.283 -1.226
H 2.438 -2.626 -0.880
H 0.935 -2.562 -2.792
H 1.182 -4.200 -1.715
H 0.746 -5.687 -3.760
H 1.197 -4.322 -4.997
H -0.870 -5.049 -2.036
H -2.172 -5.409 -3.352
H -3.307 -3.165 -3.209
H -3.860 -4.954 -1.728
H -2.888 -4.403 -0.436
H -5.240 -3.568 -0.110
H -5.050 -2.787 -1.915
H -4.282 -1.620 0.848
H -4.259 -0.703 -0.803
H -0.733 -2.359 -1.401
H -1.972 0.148 -1.652
H -0.932 -0.544 -3.062
H -1.824 0.204 -4.903
H -3.344 1.323 -4.338
H -3.596 -0.230 -5.376
C 1.360 1.253 6.014
C 1.392 1.429 4.510
O 0.085 1.694 4.024
H 0.692 0.430 6.291
H 2.360 1.043 6.403
H 0.974 2.154 6.501
H 1.758 0.518 4.026
H 2.048 2.258 4.225
H -0.227 2.509 4.454
C -3.583 4.473 6.741
C -2.289 3.958 6.145
O -1.218 4.171 7.053
H -3.502 5.541 6.968
H -4.418 4.320 6.051
H -3.806 3.963 7.684
H -2.058 4.485 5.215
H -2.356 2.887 5.927
H -1.428 3.692 7.873
C 4.721 5.258 -2.321
C 4.079 4.021 -1.730
O 3.138 4.391 -0.733
H 5.224 5.840 -1.541
H 5.452 4.990 -3.088
H 3.965 5.912 -2.768
H 4.835 3.381 -1.265
H 3.563 3.440 -2.501
H 2.466 4.952 -1.158
*
```

Energy = -1407.6205 Ha
Frontier orbital gap = 8.4 eV



Molecular formula: C19H47BClIrNP2
Method: DFT, the ωB97M-V functional and the def2-TZVPD basis

```
! RIJCOSX wB97M-V def2-TZVPD def2/J DEFGRID3
* xyz -1 5
Ir -0.054 -0.305 -0.123
Cl -0.104 -0.009 -2.482
P -0.371 -2.455 -0.519
C 0.702 -3.171 -1.852
C -0.086 -3.464 1.007
C -2.122 -2.602 -1.100
C 2.100 -2.549 -1.952
H 0.141 -2.898 -2.764
C 0.804 -4.690 -1.737
H 1.521 -4.978 -0.956
H 1.177 -5.068 -2.697
H -0.153 -5.183 -1.536
H 2.051 -1.548 -2.392
H 2.724 -3.181 -2.596
H 2.589 -2.471 -0.972
H -2.078 -2.030 -2.048
C -3.141 -1.923 -0.182
C -2.477 -4.055 -1.383
H -1.935 -4.441 -2.253
H -3.550 -4.113 -1.597
H -2.272 -4.698 -0.514
H -2.709 -1.109 0.415
H -3.614 -2.644 0.496
H -3.928 -1.477 -0.807
C 1.321 -3.238 1.566
H -0.165 -4.507 0.648
C -1.138 -3.243 2.093
H 2.108 -3.563 0.878
H 1.420 -3.817 2.493
H 1.479 -2.178 1.813
H -1.180 -2.188 2.405
H -0.840 -3.831 2.969
H -2.134 -3.574 1.785
H 1.542 -0.501 -0.243
H -1.531 0.339 -0.158
P 0.353 2.533 -0.459
C -0.846 3.269 -1.660
C 0.246 3.482 1.127
C 2.034 2.645 -1.225
C -2.238 2.616 -1.632
H -0.387 3.030 -2.638
C -0.952 4.784 -1.480
H -1.576 5.024 -0.606
H -1.433 5.200 -2.376
H 0.025 5.270 -1.364
H -2.207 1.611 -2.068
H -2.929 3.228 -2.227
H -2.634 2.537 -0.610
H 1.870 2.108 -2.179
C 3.135 1.897 -0.455
C 2.390 4.107 -1.495
H 1.749 4.536 -2.274
H 3.432 4.164 -1.837
H 2.299 4.710 -0.576
H 2.738 1.148 0.243
H 3.780 2.595 0.097
H 3.763 1.358 -1.180
C -1.118 3.242 1.789
H 0.334 4.545 0.824
C 1.383 3.133 2.090
H -1.937 3.722 1.239
H -1.093 3.664 2.804
H -1.326 2.162 1.880
H 1.338 2.068 2.377
H 1.245 3.735 2.999
H 2.368 3.364 1.672
B 0.013 -0.001 4.434
C 0.031 -0.019 2.918
N 0.019 -0.067 1.746
H 1.023 -0.598 4.807
H -1.003 -0.593 4.787
H 0.012 1.156 4.799
*
```

Relative energy (zero: lowest compared OMol25 entry of this formula, charge and spin) = 0.000 eV
Energy = -2078.7964 Ha
⟨S²⟩ = 6.0135
Frontier orbital gap (alpha / beta) = 1.6 / 5.7 eV



Molecular formula: C19H47ClO3P2STl
Method: DFT, the ωB97M-V functional and the def2-TZVPD basis

```
! RIJCOSX wB97M-V def2-TZVPD def2/J DEFGRID3
* xyz -1 1
Tl -0.797 -0.419 -2.832
Cl 0.838 1.249 -3.993
P -0.338 -2.774 -0.609
C 0.617 -3.610 -1.986
C -0.079 -3.830 0.893
C -2.096 -3.087 -1.123
C 1.938 -2.863 -2.252
H -0.045 -3.475 -2.863
C 0.860 -5.109 -1.805
H 1.499 -5.332 -0.941
H 1.382 -5.481 -2.698
H -0.065 -5.688 -1.715
H 1.784 -1.856 -2.665
H 2.531 -3.426 -2.988
H 2.536 -2.764 -1.332
H -2.118 -2.687 -2.153
C -3.054 -2.223 -0.279
C -2.515 -4.555 -1.202
H -2.055 -5.065 -2.056
H -3.604 -4.601 -1.352
H -2.278 -5.113 -0.285
H -2.543 -1.444 0.309
H -3.632 -2.836 0.426
H -3.772 -1.722 -0.942
C 1.246 -3.371 1.519
H -0.012 -4.873 0.541
C -1.195 -3.691 1.921
H 2.099 -3.482 0.839
H 1.442 -3.971 2.415
H 1.159 -2.314 1.817
H -1.345 -2.629 2.176
H -0.889 -4.209 2.840
H -2.151 -4.113 1.598
H 1.556 -0.479 -0.263
H 1.259 -0.154 0.356
P 0.344 2.856 -0.491
C -0.756 3.794 -1.699
C 0.292 3.840 1.075
C 2.028 3.057 -1.287
C -2.181 3.219 -1.725
H -0.272 3.551 -2.665
C -0.799 5.312 -1.500
H -1.266 5.585 -0.546
H -1.413 5.737 -2.305
H 0.183 5.787 -1.559
H -2.208 2.257 -2.254
H -2.838 3.911 -2.272
H -2.588 3.084 -0.711
H 1.842 2.596 -2.282
C 3.122 2.233 -0.597
C 2.452 4.513 -1.470
H 1.890 5.007 -2.271
H 3.517 4.542 -1.739
H 2.325 5.071 -0.531
H 2.731 1.322 -0.125
H 3.647 2.828 0.163
H 3.865 1.927 -1.349
C -1.085 3.660 1.729
H 0.402 4.890 0.760
C 1.414 3.492 2.058
H -1.878 4.200 1.196
H -1.034 4.048 2.753
H -1.353 2.598 1.812
H 1.360 2.440 2.385
H 1.262 4.120 2.947
H 2.413 3.705 1.659
C -0.503 -0.905 4.693
S -0.382 0.108 3.202
O -0.977 -0.712 2.125
O -1.176 1.286 3.565
O 1.055 0.344 2.974
H 0.082 -0.439 5.495
H -0.121 -1.915 4.490
H -1.560 -0.951 4.980
*
```

Energy = -2691.5011 Ha
Frontier orbital gap = 6.8 eV



Molecular formula: C19H48BiO5P2Si
Method: DFT, the ωB97M-V functional and the def2-TZVPD basis

```
! RIJCOSX wB97M-V def2-TZVPD def2/J DEFGRID3
* xyz 1 1
Bi -1.916 1.645 -1.476
H -0.156 2.173 0.140
H 0.063 1.853 -0.522
P -2.646 3.318 0.478
P -0.918 0.152 -3.373
C -1.559 -1.549 -3.325
H -1.354 -2.094 -4.265
H -1.097 -2.090 -2.489
H -2.648 -1.545 -3.163
C -1.663 1.022 -4.791
H -1.307 2.063 -4.825
H -1.409 0.520 -5.738
H -2.756 1.045 -4.667
C 0.887 0.112 -3.534
H 1.337 -0.448 -2.701
H 1.191 -0.359 -4.485
H 1.289 1.137 -3.515
C -3.715 4.414 -0.536
H -4.172 5.235 0.038
H -3.136 4.861 -1.357
H -4.521 3.824 -0.994
C -3.694 2.606 1.791
H -3.108 1.961 2.461
H -4.180 3.380 2.407
H -4.482 1.981 1.348
C -1.354 4.366 1.228
H -0.707 4.800 0.452
H -1.769 5.199 1.820
H -0.711 3.769 1.891
C -2.527 -0.272 -0.023
O -2.962 -1.196 0.536
H -3.512 1.660 -2.227
C 1.019 -4.720 -1.440
C 0.759 -3.908 -0.167
C -0.706 -3.959 0.243
C 1.646 -4.307 1.007
O 1.145 -2.554 -0.558
Si 0.743 -1.121 0.210
O -0.639 -0.587 -0.440
O 0.469 -1.300 1.797
C 0.170 -0.637 3.058
C -1.073 0.244 2.993
C -0.038 -1.826 3.990
C 1.369 0.210 3.468
O 2.044 -0.207 -0.102
C 3.128 0.752 -0.165
C 2.479 2.120 -0.232
C 4.066 0.662 1.035
C 3.955 0.495 -1.421
H 0.840 -5.797 -1.323
H 2.056 -4.588 -1.778
H 0.348 -4.370 -2.236
H -0.949 -5.003 0.460
H -0.895 -3.388 1.159
H -1.376 -3.612 -0.550
H 2.702 -4.133 0.770
H 1.380 -3.698 1.879
H 1.508 -5.360 1.278
H -1.973 -0.314 2.700
H -1.256 0.654 3.999
H -0.938 1.106 2.322
H 0.867 -2.448 3.995
H -0.242 -1.515 5.017
H -0.888 -2.431 3.646
H 2.296 -0.380 3.447
H 1.475 1.098 2.828
H 1.223 0.571 4.494
H 1.847 2.274 0.653
H 3.230 2.914 -0.248
H 1.896 2.194 -1.160
H 4.575 -0.311 1.088
H 4.853 1.424 0.930
H 3.560 0.874 1.984
H 4.460 -0.478 -1.375
H 3.346 0.553 -2.331
H 4.734 1.264 -1.508
*
```

Energy = -2315.5706 Ha
Frontier orbital gap = 6.6 eV



Molecular formula: C19H48N3O9P2S2
Method: DFT, the ωB97M-V functional and the def2-TZVPD basis

```
! RIJCOSX wB97M-V def2-TZVPD def2/J DEFGRID3
* xyz -1 1
C 2.867 -1.680 -1.567
C 1.828 -2.171 -2.633
O 1.393 -1.103 -3.482
P 0.180 -0.188 -2.791
O -0.027 -0.454 -1.319
C -1.400 -0.623 -3.689
C -2.653 0.027 -2.990
C -3.910 -0.575 -3.703
S -5.329 0.579 -3.797
O -5.230 1.194 -5.163
O -5.254 1.645 -2.763
N -6.715 -0.374 -3.784
S -7.667 -0.086 -2.428
O -8.143 1.329 -2.278
O -8.885 -0.951 -2.585
P -6.780 -0.811 -0.576
O -5.261 -1.500 -0.861
O -6.482 0.491 0.457
O 0.467 1.400 -3.178
C 1.508 1.978 -2.377
C 1.140 3.499 -2.222
H 3.496 -2.514 -1.203
H 2.315 -1.232 -0.713
H 3.502 -0.894 -2.016
H 2.386 -2.872 -3.294
H 1.013 -2.757 -2.174
H -1.305 -0.130 -4.686
H -1.504 -1.710 -3.844
H -2.666 -0.333 -1.943
H -2.609 1.128 -2.995
H -3.637 -0.860 -4.738
H -4.227 -1.472 -3.136
H -5.353 -2.365 -1.266
H -5.934 0.137 1.166
H 2.454 1.949 -2.964
H 1.642 1.487 -1.394
H 1.230 3.942 -3.234
H 1.778 4.011 -1.484
H 0.062 3.524 -1.970
C -2.061 1.299 5.398
C -3.111 2.039 4.580
N -4.371 1.323 4.476
C -5.265 1.872 3.464
C -5.797 3.290 3.675
C -4.997 0.950 5.734
C -5.321 2.065 6.731
H -1.906 0.288 5.015
H -1.108 1.829 5.342
H -2.336 1.233 6.453
H -2.704 2.171 3.573
H -3.243 3.047 4.999
H -6.115 1.196 3.332
H -4.738 1.851 2.504
H -6.564 3.326 4.449
H -6.264 3.645 2.753
H -5.006 3.997 3.930
H -4.346 0.227 6.235
H -5.911 0.387 5.523
H -4.494 2.766 6.857
H -5.528 1.629 7.713
H -6.209 2.625 6.441
C 6.581 -3.948 0.460
C 7.326 -3.311 -0.705
N 6.956 -1.926 -0.938
C 7.433 -1.407 -2.212
C 8.945 -1.302 -2.419
C 7.095 -1.025 0.196
C 8.475 -0.901 0.846
H 5.501 -3.847 0.337
H 6.816 -5.012 0.511
H 6.864 -3.506 1.418
H 7.084 -3.890 -1.601
H 8.408 -3.427 -0.541
H 6.984 -0.425 -2.387
H 7.028 -2.045 -3.005
H 9.375 -0.472 -1.859
H 9.158 -1.112 -3.475
H 9.467 -2.219 -2.144
H 6.386 -1.340 0.968
H 6.748 -0.029 -0.095
H 8.949 -1.870 1.008
H 8.377 -0.420 1.823
H 9.149 -0.280 0.255
*
```

Energy = -3073.3161 Ha
Frontier orbital gap = 7.1 eV



Molecular formula: C19H48NNbO3P3S
Method: DFT, the ωB97M-V functional and the def2-TZVPD basis

```
! RIJCOSX wB97M-V def2-TZVPD def2/J DEFGRID3
* xyz -1 1
C 9.832 -2.434 2.518
C 8.405 -2.006 2.138
C 8.237 -1.769 0.645
C 6.870 -1.217 0.280
C 6.729 -0.870 -1.194
C 5.333 -0.332 -1.547
C 5.314 1.182 -1.710
C 3.925 1.739 -2.035
C 3.134 2.140 -0.796
C 1.783 2.762 -1.144
C 1.136 3.527 0.019
C -0.111 2.856 0.584
C -1.199 2.570 -0.473
C -2.591 3.016 -0.031
C -3.242 2.062 0.994
C -4.746 1.813 0.780
Nb -5.593 -0.264 1.099
O -6.187 -2.136 1.534
C -7.033 -2.969 0.777
C -6.342 -3.514 -0.470
C -6.791 -4.943 -0.833
P -3.807 -1.046 -0.657
O -2.936 -2.121 -0.057
P -3.781 -0.491 2.962
S -4.338 0.732 4.418
P -6.969 0.168 -0.995
N -6.119 0.318 -2.503
O -7.467 1.742 -0.924
H 10.192 -1.862 3.368
H 9.875 -3.479 2.806
H 10.523 -2.285 1.694
H 8.150 -1.095 2.670
H 7.714 -2.793 2.430
H 8.395 -2.706 0.111
H 8.998 -1.066 0.303
H 6.688 -0.318 0.872
H 6.097 -1.936 0.550
H 6.949 -1.762 -1.778
H 7.472 -0.116 -1.447
H 5.001 -0.783 -2.479
H 4.639 -0.623 -0.761
H 5.659 1.621 -0.773
H 6.015 1.446 -2.498
H 4.034 2.607 -2.683
H 3.367 0.987 -2.590
H 2.957 1.232 -0.220
H 3.730 2.832 -0.205
H 1.937 3.436 -1.985
H 1.131 1.965 -1.491
H 1.872 3.614 0.817
H 0.877 4.538 -0.288
H -0.543 3.470 1.371
H 0.192 1.920 1.052
H -1.205 1.505 -0.690
H -0.935 3.102 -1.387
H -2.476 4.005 0.414
H -3.228 3.114 -0.907
H -3.106 2.499 1.980
H -2.656 1.145 0.979
H -5.297 2.444 1.478
H -5.018 2.134 -0.225
H -6.979 0.535 2.008
H -7.967 -2.465 0.520
H -7.312 -3.827 1.396
H -5.281 -3.526 -0.238
H -6.538 -2.873 -1.325
H -7.596 -5.290 -0.193
H -7.087 -5.018 -1.874
H -5.964 -5.637 -0.700
H -3.026 0.042 -1.126
H -4.373 -1.497 -1.874
H -3.807 -1.819 3.414
H -2.436 -0.360 2.578
H -6.486 1.126 -2.993
H -6.348 -0.477 -3.085
H -8.249 1.781 -0.376
*
```

Energy = -2512.4152 Ha
Frontier orbital gap = 6.1 eV